No. 1
Molecular formula: C4H6IN
Method: DFT, ωB97M-V with the def2-TZVPD basis set

```
! RIJCOSX wB97M-V def2-TZVPD def2/J DEFGRID3
* xyz 0 1
C -0.573 1.866 -0.127
N -0.066 0.731 0.043
C -0.720 -0.431 0.386
C -0.624 -1.631 -0.595
C 0.100 -1.727 0.459
H 0.010 2.656 -0.271
H -1.606 2.015 0.063
H -1.713 -0.200 0.897
H -0.956 -1.991 -1.516
H 0.792 -2.205 1.093
I 3.277 0.068 0.068
H 2.078 0.850 -0.501
*
```

Structure (SMILES): C=NC1C=C1.I
Kohn-Sham gap: 9.9445 eV
Total energy: -13831.892 eV
Relative energy (zero: lowest compared OMol25 entry of this formula, charge and spin): 315.1 kJ/mol

No. 2
Molecular formula: C4H6INO
Method: DFT, ωB97M-V with the def2-TZVPD basis set

```
! RIJCOSX wB97M-V def2-TZVPD def2/J DEFGRID3
* xyz 0 1
C 1.618 0.150 -2.143
C 0.766 0.287 -1.179
N -0.315 0.519 -0.600
C -0.829 0.321 0.845
C 0.134 -0.457 1.681
O -2.092 -0.324 0.823
I -3.275 -0.404 -0.871
H 1.634 -0.702 -2.819
H 2.249 0.967 -2.337
H -1.031 1.315 1.208
H -0.169 -0.167 2.620
H 0.147 -1.499 1.360
H 1.163 -0.006 1.411
*
```

Structure (SMILES): C=C=N[C@H](C)OI
Kohn-Sham gap: 7.6133 eV
Total energy: -15880.009 eV
Relative energy (zero: lowest compared OMol25 entry of this formula, charge and spin): 367.5 kJ/mol

No. 3
Molecular formula: C4H6INO
Method: DFT, ωB97M-V with the def2-TZVPD basis set

```
! RIJCOSX wB97M-V def2-TZVPD def2/J DEFGRID3
* xyz 0 3
C 1.195 -1.746 -1.019
C 1.654 -0.278 -1.176
C -0.365 -0.110 -0.237
C -1.050 0.057 1.065
N 0.167 -2.079 -0.476
O 0.877 0.438 -0.297
I 2.508 -3.069 -2.075
H 2.707 0.007 -0.868
H 1.510 -0.104 -2.268
H -0.916 -0.192 -1.251
H -1.288 -0.971 1.536
H -2.128 0.435 0.900
H -0.597 0.689 1.692
*
```

⟨S²⟩: 2.0209
Kohn-Sham gap (alpha / beta): 6.3893 / 7.1548 eV
Total energy: -15877.492 eV
Relative energy (zero: lowest compared OMol25 entry of this formula, charge and spin): 127.9 kJ/mol

No. 4
Molecular formula: C4H6IrO2
Method: DFT, ωB97M-V with the def2-TZVPD basis set

```
! RIJCOSX wB97M-V def2-TZVPD def2/J DEFGRID3
* xyz 2 6
H -0.339 0.349 -1.460
O 0.722 2.367 -1.137
C 0.515 1.099 -0.869
C -0.382 0.714 0.116
C -0.873 -0.651 0.590
C -0.150 -1.833 0.007
O 1.182 -1.876 0.127
Ir 1.946 -0.238 0.499
H 1.484 2.714 -0.655
H -0.660 1.537 0.788
H -1.946 -0.728 0.355
H -0.823 -0.662 1.699
H -0.677 -2.793 -0.060
*
```

⟨S²⟩: 8.7626
Kohn-Sham gap (alpha / beta): 5.6610 / 7.1021 eV
Total energy: -11148.206 eV
Relative energy (zero: lowest compared OMol25 entry of this formula, charge and spin): 317.8 kJ/mol

No. 5
Molecular formula: C4H6LiNaO4
Method: DFT, ωB97M-V with the def2-TZVPD basis set

```
! RIJCOSX wB97M-V def2-TZVPD def2/J DEFGRID3
* xyz 1 2
O 0.072 1.304 -1.141
C 0.441 0.228 -1.899
H -0.384 -0.065 -2.569
H 1.513 0.305 -2.151
C 0.362 0.807 0.645
O 1.506 0.991 1.098
Li 2.798 -0.360 0.838
O -0.632 1.301 1.373
C -1.990 0.908 1.155
H -2.132 -0.135 1.460
H -2.589 1.557 1.800
H -2.284 1.060 0.109
O 1.602 -1.599 0.077
C 0.476 -1.009 -0.237
Na 1.714 -3.736 -0.339
H -0.474 -1.558 -0.220
*
```

⟨S²⟩: 0.7625
Kohn-Sham gap (alpha / beta): 7.0541 / 6.5835 eV
Total energy: -17047.715 eV
Relative energy (zero: lowest compared OMol25 entry of this formula, charge and spin): 337.5 kJ/mol

No. 6
Molecular formula: C4H6LiO3
Method: DFT, ωB97M-V with the def2-TZVPD basis set

```
! RIJCOSX wB97M-V def2-TZVPD def2/J DEFGRID3
* xyz 0 2
C 0.362 1.281 1.832
O -0.593 1.480 1.063
Li 0.147 0.427 -0.437
O 1.448 0.844 1.012
C 2.749 0.881 1.556
H 3.407 1.473 0.905
H 2.719 1.350 2.550
H 3.141 -0.142 1.630
O -0.691 -1.255 -0.930
C -1.760 -1.685 -1.396
C -2.767 -0.844 -1.938
H -1.909 -2.777 -1.459
H -3.580 -1.275 -2.524
H -2.673 0.240 -1.863
*
```

⟨S²⟩: 0.7653
Kohn-Sham gap (alpha / beta): 6.9279 / 4.0216 eV
Total energy: -10590.436 eV
Relative energy (zero: lowest compared OMol25 entry of this formula, charge and spin): 218.3 kJ/mol

No. 7
Molecular formula: C4H6N2
Method: DFT, ωB97M-V with the def2-TZVPD basis set

```
! RIJCOSX wB97M-V def2-TZVPD def2/J DEFGRID3
* xyz 0 1
C -0.979 -1.524 -1.022
C -0.111 -0.372 -0.407
C -0.357 1.088 -0.504
N 0.226 1.519 0.844
C 0.716 0.299 1.155
N 0.995 -0.734 0.291
H -0.436 -2.458 -0.889
H -1.207 -1.415 -2.106
H -2.030 -1.460 -0.662
H -1.390 1.391 -0.599
H 0.223 1.622 -1.214
H 0.673 -0.122 2.199
*
```

Kohn-Sham gap: 9.1650 eV
Total energy: -7222.092 eV
Relative energy (zero: lowest compared OMol25 entry of this formula, charge and spin): 337.6 kJ/mol

No. 8
Molecular formula: C4H6N2
Method: DFT, ωB97M-V with the def2-TZVPD basis set

```
! RIJCOSX wB97M-V def2-TZVPD def2/J DEFGRID3
* xyz 0 1
N -2.061 -0.579 -2.464
C -1.450 -0.502 -1.486
C -0.642 -0.386 -0.267
C 0.900 -0.288 -0.425
C 0.810 1.071 0.315
N -0.519 0.952 0.286
H -0.962 -1.126 0.476
H 1.475 -1.100 0.029
H 1.234 -0.127 -1.450
H 1.315 0.609 1.971
H 1.122 -0.057 2.286
H -1.222 1.534 0.729
*
```

Kohn-Sham gap: 9.6425 eV
Total energy: -7220.914 eV
Relative energy (zero: lowest compared OMol25 entry of this formula, charge and spin): 451.2 kJ/mol